1.
Below is a single C32H40N4O3 molecule, with properties calculated with ωB97M-V/def2-TZVPD.

```
! wB97M-V def2-TZVPD RIJCOSX def2/J DEFGRID3
* xyz 0 1
C -5.05908 -1.21695 -1.36247
N -3.78517 -1.38754 -0.70958
C -2.95557 -2.41017 -0.99471
O -3.20504 -3.27714 -1.80494
C -1.64808 -2.35819 -0.19430
C -0.70314 -3.51051 -0.57360
C 0.65608 -3.28356 0.02608
C 1.73269 -2.92149 -0.77226
C 2.97264 -2.66808 -0.21368
C 3.14888 -2.76302 1.15523
C 2.08162 -3.12538 1.96037
C 0.84534 -3.38639 1.39889
N -1.00702 -1.06410 -0.37720
C -0.73386 -0.64758 -1.73821
C -0.66435 -0.36923 0.72207
O -0.96442 -0.74351 1.84794
C 0.11439 0.93328 0.52421
C -0.60130 2.05083 1.30284
C -1.98202 2.19297 0.72848
C -2.16179 2.86731 -0.49621
C -3.39603 2.95891 -1.07298
C -4.52612 2.37909 -0.45884
C -5.81688 2.46128 -1.02081
C -6.88926 1.89147 -0.39314
C -6.71922 1.21029 0.82271
C -5.48060 1.11090 1.39177
C -4.35418 1.69250 0.77169
C -3.06474 1.61505 1.33848
N 1.49466 0.74216 0.93727
C 1.75213 0.47324 2.33386
C 2.44325 0.68191 -0.03452
O 2.14261 0.71164 -1.22351
C 3.85018 0.63962 0.40367
C 4.81457 0.33362 -0.46300
C 6.26616 0.35930 -0.15296
C 6.93091 1.70044 -0.60540
C 6.77401 1.88866 -2.11480
C 8.41604 1.65228 -0.23912
N 6.34881 2.85621 0.05110
H -5.09709 -0.26084 -1.88729
H -5.87255 -1.25214 -0.63624
H -5.17155 -2.03188 -2.07563
H -3.51851 -0.70241 -0.01820
H -1.88709 -2.42329 0.87409
H -1.14103 -4.43953 -0.20491
H -0.63558 -3.58569 -1.65956
H 1.60310 -2.83976 -1.84168
H 3.80155 -2.39177 -0.84767
H 4.11703 -2.56062 1.59138
H 2.21246 -3.20533 3.03007
H 0.01778 -3.66721 2.03335
H -1.02260 -1.45252 -2.40874
H 0.32572 -0.42977 -1.88466
H -1.32402 0.23649 -1.99571
H 0.15710 1.21379 -0.52820
H -0.66430 1.78458 2.35767
H -0.03765 2.97968 1.19686
H -1.30411 3.31948 -0.97358
H -3.52562 3.48182 -2.00990
H -5.94270 2.98807 -1.95620
H -7.87568 1.96168 -0.82712
H -7.57813 0.76755 1.30547
H -5.34382 0.58905 2.32829
H -2.93881 1.08400 2.27145
H 2.04918 1.38132 2.86777
H 2.52602 -0.28509 2.43891
H 0.84193 0.07640 2.78045
H 4.07977 0.89783 1.42597
H 4.52598 0.09465 -1.47779
H 6.77320 -0.46259 -0.66001
H 6.42023 0.25405 0.92442
H 7.28925 2.79560 -2.41921
H 7.19689 1.04492 -2.65362
H 5.72502 1.98729 -2.38135
H 8.91909 0.85397 -0.77793
H 8.54420 1.48589 0.82851
H 8.88104 2.59990 -0.49601
H 5.36255 2.93354 -0.17222
H 6.44151 2.78331 1.05821
*
```

Output
relative energy (zero: lowest compared OMol25 entry of this formula, charge and spin)	0.0	kcal per mole
SMILES string	CNC(=O)[C@@H](Cc1ccccc1)N(C)C(=O)[C@@H](Cc1ccc2ccccc2c1)N(C)C(=O)/C=C/CC(C)(C)N
lowest unoccupied orbital energy	0.360	eV
E_HOMO	-8.51	eV

***

2.
Below is a single C9H15ClN2O3 molecule, with properties calculated with ωB97M-V/def2-TZVPD.

```
! wB97M-V def2-TZVPD RIJCOSX def2/J DEFGRID3
* xyz 0 1
O 0.26155 -2.55913 -2.05074
C -1.16438 -2.83377 -2.22760
C -1.94167 -2.16105 -1.11470
O -1.27759 -2.50348 0.10142
C -2.10370 -0.64593 -1.25464
C -0.83681 0.14160 -1.02905
C -0.72340 1.08922 -0.06126
N 0.60258 1.51440 -0.09542
C 1.22517 2.46175 0.81926
C 1.95766 1.77262 1.98407
O 2.63333 0.65106 1.44901
C 1.09194 1.22925 3.11079
Cl -0.04635 2.45529 3.74999
C 1.19484 0.88488 -1.17778
N 0.34329 0.05527 -1.74037
H 0.36555 -1.56547 -1.94674
H -1.54027 -2.54357 -3.22363
H -1.38347 -3.92855 -2.13762
H -2.95788 -2.62444 -1.14906
H -0.30231 -2.59961 -0.11057
H -2.84607 -0.39030 -0.49502
H -2.52180 -0.40798 -2.24346
H -1.49049 1.38170 0.65866
H 2.00138 3.05598 0.25414
H 0.46760 3.18030 1.15289
H 2.68241 2.47226 2.42749
H 1.98194 0.00243 1.10645
H 1.68074 0.88426 3.95920
H 0.43602 0.43758 2.77034
H 2.21018 1.09344 -1.48605
*
```

Output
relative energy (zero: lowest compared OMol25 entry of this formula, charge and spin)	0.0	kcal per mole
SMILES string	OC[C@@H](O)Cc1cn(C[C@H](O)CCl)cn1
lowest unoccupied orbital energy	0.587	eV
E_HOMO	-9.22	eV

***

3.
Below is 2 unconnected molecules or ions with the total composition C5H14NO, with properties calculated with ωB97M-V/def2-TZVPD.

```
! wB97M-V def2-TZVPD RIJCOSX def2/J DEFGRID3
* xyz 1 1
C 1.98730 0.47880 1.01042
C 0.61390 -0.05338 0.66886
C -0.14306 1.20084 0.03935
C -0.50736 1.08924 -1.49379
C -1.48761 -1.13403 -2.46563
N -1.41914 -0.24513 -1.58388
H 2.47627 -0.05772 1.80481
H 2.06893 1.55837 1.32338
H 2.59606 0.33397 0.15503
H -0.04379 -0.19884 1.59893
H 0.55364 -0.95458 0.17259
H 0.43000 2.11960 -0.05731
H -0.97207 1.48625 0.69568
H 0.41978 0.91645 -2.05502
H -1.09644 1.83096 -1.90985
H -2.39818 -1.76375 -2.42945
H -1.02469 -0.88490 -3.49260
H -2.24051 -0.05081 -1.11272
H -0.09518 -2.34964 2.42112
H 0.43267 -1.76149 3.71769
O -0.15051 -1.56022 2.99240
*
```

Output
relative energy (zero: lowest compared OMol25 entry of this formula, charge and spin)	83.2	kcal per mole
lowest unoccupied orbital energy	-5.316	eV
E_HOMO	-13.89	eV

***

4.
Below is a molecular structure, C7H15IN3, with properties calculated with ωB97M-V/def2-TZVPD.

```
! wB97M-V def2-TZVPD RIJCOSX def2/J DEFGRID3
* xyz 1 1
C 0.50753 1.52160 -0.69018
C -0.69344 0.87085 -1.34197
C -0.19785 0.12613 -2.58036
C -2.71635 -1.57180 0.84400
C 2.75246 0.30333 2.11138
C -1.97859 -1.15586 -0.50434
C 2.07754 1.31627 1.07482
N -1.28928 0.09461 -0.26360
N 0.27274 -0.20379 0.80011
N 0.98502 0.78610 0.30615
I 0.95457 -2.18041 0.63882
H 0.98778 2.45814 -1.00012
H -1.55290 1.68505 -1.53566
H -0.93901 -0.18627 -3.28738
H 0.12934 -0.89856 -2.19264
H 0.49761 0.67658 -3.16030
H -3.16096 -2.61216 0.78829
H -2.18081 -1.29043 1.72958
H -3.78310 -1.04082 0.86658
H 2.07396 -0.21856 2.75267
H 3.40070 -0.33659 1.60038
H 3.34179 0.86202 2.79278
H -1.29880 -2.00021 -0.70371
H -2.84608 -0.91846 -1.08208
H 2.87342 1.70837 0.33430
H 1.78271 2.20487 1.70246
*
```

Output
relative energy (zero: lowest compared OMol25 entry of this formula, charge and spin)	104.2	kcal per mole
lowest unoccupied orbital energy	-5.086	eV
E_HOMO	-13.11	eV

***

5.
Below is a molecular structure, C5H11CuO4, with properties calculated with ωB97M-V/def2-TZVPD.

```
! wB97M-V def2-TZVPD RIJCOSX def2/J DEFGRID3
* xyz 0 3
C -1.48872 -3.36295 -1.27902
O -0.15401 -3.36674 -0.88897
H -1.79092 -2.40864 -1.74220
H -1.61864 -4.16999 -2.03596
H -2.17576 -3.57825 -0.44166
O 0.01105 -0.75992 2.02828
C 0.92313 -1.05614 1.08899
C 1.47430 0.11476 0.31629
O 0.37268 1.00024 0.05610
C 0.65028 2.38559 -0.15770
C -0.65730 3.13340 0.10837
O -1.23584 2.73908 1.31237
Cu -0.83283 0.92450 1.61475
H 0.12817 -2.53874 -0.20761
H 1.54385 -1.95182 1.22423
H 1.94343 -0.20262 -0.62665
H 2.22157 0.68222 0.90357
H 1.02161 2.54748 -1.18200
H 1.42481 2.70290 0.56288
H -1.33934 2.94963 -0.74875
H -0.42150 4.21602 0.09467
*
```

Output
<S²>	2.01
relative energy (zero: lowest compared OMol25 entry of this formula, charge and spin)	0.0	kcal per mole
lowest unoccupied orbital energy (alpha / beta)	0.095 / -2.222	eV
E_HOMO (alpha / beta)	-7.09 / -9.65	eV

***

6.
Below is a molecular structure, C2H4BrNS, with properties calculated with ωB97M-V/def2-TZVPD.

```
! wB97M-V def2-TZVPD RIJCOSX def2/J DEFGRID3
* xyz 0 1
C 2.28235 0.35707 0.11391
C -0.09877 -0.32392 0.53081
N -0.32443 0.78151 -0.83600
S 1.45641 -1.03693 0.19772
Br 4.19257 -0.16079 0.04975
H -1.30467 0.34665 -1.03727
H -0.01880 0.41137 1.36149
H -1.13370 -0.67635 0.48290
H 0.28064 0.09313 -1.38384
*
```

Output
relative energy (zero: lowest compared OMol25 entry of this formula, charge and spin)	92.2	kcal per mole
lowest unoccupied orbital energy	-0.749	eV
E_HOMO	-9.19	eV

***

| no. | DFT total energy (eV) |
| --- | --- |
| 1 | -45938.4777 |
| 2 | -31221.0880 |
| 3 | -8940.4010 |
| 4 | -20061.1254 |
| 5 | -58188.4602 |
| 6 | -84501.9481 |